[1]
{"formula": "C3H4N3O", "method": "ωB97M-V with the def2-TZVPD basis set", "species": ["O", "N", "N", "N", "C", "C", "C", "H", "H", "H", "H"], "xyz": [[3.13577, 0.83209, -0.13634], [2.23411, 0.07342, -0.02961], [-0.84909, -0.84632, 0.14426], [0.38369, -1.63136, -0.01217], [-0.45554, 1.66055, 0.16461], [-0.80954, 0.36785, 0.16864], [1.64435, -0.93496, 0.19729], [-0.38590, 2.37040, -0.74396], [0.43689, -2.52836, 0.61365], [-0.32272, 2.22773, 1.05865], [0.39035, -1.96007, -1.05529]], "forces_ev_per_angstrom": [[-1.2134, -0.0626, 0.0120], [0.9823, -0.9783, 0.1724], [-1.9267, -1.7100, 0.3128], [2.4579, -0.5302, -1.1540], [-0.6796, -0.4057, -1.7386], [2.3227, 3.1550, -0.3261], [-0.5276, 0.1485, -0.2378], [-0.3593, -1.8315, 1.1437], [-0.8240, 1.9804, -1.1357], [-0.0196, -0.1432, 0.8754], [-0.2128, 0.3775, 2.0759]], "smiles": "C=C=N[NH2+]C#[N+][O-]", "fmax_ha_per_bohr": 0.0765, "homo_ev": -14.99, "total_charge": 1, "e_above_lowest_kj_mol": 486.5}

---

[2]
{"formula": "C15H25BCl5NRhSi2Te", "method": "ωB97M-V with the def2-TZVPD basis set", "species": ["Te", "Rh", "Cl", "Cl", "Cl", "Cl", "Cl", "Si", "Si", "N", "C", "C", "C", "C", "C", "C", "C", "C", "C", "C", "C", "C", "C", "C", "C", "B", "H", "H", "H", "H", "H", "H", "H", "H", "H", "H", "H", "H", "H", "H", "H", "H", "H", "H", "H", "H", "H", "H", "H", "H", "H"], "xyz": [[0.41755, -1.33641, 0.24086], [-0.95790, -1.18612, -1.86655], [2.32747, -2.24295, -7.23915], [-2.10928, -1.83408, -4.11730], [-0.79049, -2.53401, -6.94991], [2.66552, -0.67408, -2.09697], [4.02233, -1.30700, -4.80928], [-1.19404, -1.97151, 3.15572], [1.14178, 2.17013, 0.72477], [-1.18741, 0.69643, -1.92308], [0.34432, -1.36899, -3.30458], [1.57110, -1.90732, -5.74850], [2.33028, -1.48763, -4.65055], [-2.76116, -1.51562, 4.04446], [-1.05549, -3.80142, 2.82598], [1.59968, 2.65143, -1.01058], [-0.60582, 2.50488, 1.27529], [-1.30754, -1.11754, 1.44065], [0.32019, -1.34890, 4.05138], [1.51917, 0.29959, 0.98766], [-1.54613, 1.79933, -1.87953], [2.32525, 2.96437, 1.92842], [1.71332, -1.21022, -3.42486], [-0.38160, -1.76609, -4.41074], [0.18277, -2.04730, -5.63725], [-2.02690, 3.27798, -1.82169], [-2.78675, -1.98099, 5.03209], [-1.91224, -4.17715, 2.26229], [-1.01820, -4.35590, 3.76582], [-3.64621, -1.84966, 3.49998], [-1.07351, 3.92581, -1.46268], [-2.92622, 3.27215, -1.01150], [1.06502, 2.10192, -1.78339], [-2.12719, -1.60258, 0.89820], [1.39151, 3.71241, -1.15922], [0.31623, -0.26375, 4.17581], [2.67187, 2.49841, -1.16004], [-1.37857, 2.01881, 0.68087], [3.36454, 2.71534, 1.70534], [-0.80564, 3.57642, 1.21204], [-1.52010, -0.04990, 1.50896], [2.23113, 4.05141, 1.87565], [0.34259, -1.78757, 5.05176], [-0.14651, -4.05138, 2.27266], [1.25279, -1.64105, 3.56113], [2.11738, 2.66763, 2.95862], [1.44790, 0.10453, 2.06319], [-0.72219, 2.21177, 2.32306], [2.54627, 0.07853, 0.69130], [-2.40266, 3.55378, -2.93242], [-2.83826, -0.43591, 4.18578]], "forces_ev_per_angstrom": [[-0.0173, 0.0546, -0.0689], [0.0926, -0.1356, -0.1443], [0.0039, -0.0024, 0.0011], [-0.0198, 0.0358, 0.0313], [0.0026, 0.0007, 0.0048], [-0.0124, 0.0008, 0.0132], [0.0026, -0.0039, 0.0012], [-0.0089, 0.0122, -0.0291], [0.0055, -0.0314, -0.0248], [-0.0201, -0.0071, 0.2184], [-0.0214, -0.0133, 0.0136], [-0.0145, 0.0046, -0.0031], [-0.0084, 0.0006, 0.0042], [0.0093, -0.0058, 0.0181], [0.0045, 0.0013, 0.0056], [0.0309, -0.0063, -0.0072], [0.0109, 0.0120, 0.0140], [-0.0524, -0.0025, 0.0560], [0.0027, -0.0162, 0.0201], [-0.0059, 0.0553, 0.0149], [0.0013, -0.0104, -0.1527], [0.0056, -0.0149, 0.0215], [0.0098, -0.0054, -0.0099], [0.0077, 0.0648, 0.0555], [0.0116, -0.0037, -0.0157], [-0.0245, 0.0069, -0.0022], [-0.0003, 0.0005, -0.0007], [0.0002, 0.0054, -0.0008], [-0.0005, 0.0046, 0.0033], [0.0037, 0.0001, -0.0058], [-0.0192, 0.0014, 0.0082], [0.0137, 0.0114, 0.0024], [0.0096, 0.0087, 0.0136], [0.0002, 0.0189, -0.0126], [-0.0034, -0.0028, -0.0130], [-0.0117, 0.0040, 0.0000], [-0.0071, 0.0005, 0.0092], [0.0122, 0.0062, 0.0050], [-0.0021, 0.0001, -0.0033], [-0.0018, -0.0047, -0.0049], [0.0130, -0.0222, -0.0072], [-0.0032, 0.0023, -0.0040], [0.0160, 0.0116, 0.0032], [-0.0038, -0.0048, -0.0018], [-0.0050, -0.0117, 0.0088], [0.0045, 0.0058, 0.0009], [0.0059, -0.0174, -0.0279], [-0.0093, -0.0027, 0.0013], [-0.0049, 0.0003, -0.0011], [0.0009, -0.0065, -0.0080], [-0.0034, 0.0004, -0.0004]], "fmax_ha_per_bohr": 0.0043, "homo_ev": -12.43, "total_charge": 1, "e_above_lowest_kj_mol": 45.2}

---

[3]
{"formula": "C24H26BF5N8OS2V", "method": "ωB97M-V with the def2-TZVPD basis set", "species": ["V", "S", "S", "F", "F", "F", "F", "F", "O", "N", "N", "N", "N", "N", "N", "N", "N", "C", "C", "C", "C", "C", "C", "C", "C", "C", "C", "C", "C", "C", "C", "C", "C", "C", "C", "C", "C", "C", "C", "C", "C", "B", "H", "H", "H", "H", "H", "H", "H", "H", "H", "H", "H", "H", "H", "H", "H", "H", "H", "H", "H", "H", "H", "H", "H", "H", "H", "H"], "xyz": [[-0.38306, 0.00001, -0.56049], [-2.73982, 0.87906, -0.24717], [-0.33763, -0.59793, -3.65199], [-4.71790, 3.04450, -0.21538], [-0.05600, 2.20587, -0.38377], [-4.23900, 5.69603, -0.30159], [-1.69402, 6.57970, -0.43960], [0.38215, 4.86399, -0.48669], [-0.61379, 0.37417, -2.44488], [0.41127, -1.35479, 1.91523], [1.97946, -1.62599, -0.04234], [-0.89670, -1.95385, -0.61614], [1.56980, -0.52813, -0.71705], [1.76270, -3.46457, 1.63439], [-0.18319, -2.90198, 0.04931], [-0.16644, -0.21533, 1.44570], [1.73871, -4.75852, 1.21298], [-0.78530, -4.08873, -0.09277], [2.61452, -0.09546, -1.43934], [1.02272, 1.76074, -4.45322], [2.66391, -5.37944, 1.91382], [-1.93351, 5.29983, -0.39411], [2.74341, -3.28847, 2.57045], [-0.84788, 4.40069, -0.41984], [2.22527, 2.28900, -5.23222], [3.70435, -0.92733, -1.23936], [-2.25315, 0.92809, -5.08803], [-0.65194, 0.44086, 2.51592], [-0.40055, -0.27100, 3.67103], [0.91305, 0.25233, -4.64121], [-1.94781, -2.57405, -1.17277], [-3.24502, 4.83673, -0.32275], [-2.42068, 2.53413, -0.30506], [0.26381, -1.41150, 3.23926], [-3.48271, 3.47742, -0.27811], [-3.66658, 0.88428, -5.66471], [3.25360, -1.88710, -0.34502], [-1.82946, -0.46120, -4.63492], [-1.11277, 3.06561, -0.37451], [3.33296, -4.50062, 2.79074], [-1.91904, -3.92346, -0.87372], [1.01056, -2.40268, 0.91113], [2.82314, -6.43639, 1.77350], [0.68927, -0.02606, -5.67448], [0.63427, -2.25320, 3.80065], [-3.72615, 0.20321, -6.51397], [4.68701, -0.84373, -1.66822], [-2.59117, -0.92816, -4.00471], [-0.35325, -4.96367, 0.36098], [-2.67345, -2.01682, -1.74547], [-4.38906, 0.55549, -4.91627], [-3.96641, 1.87182, -6.01064], [-0.66332, -0.00899, 4.68027], [1.84675, -0.24246, -4.36686], [2.32209, 3.36496, -5.09887], [1.13220, 1.98857, -3.39125], [-2.61994, -4.68200, -1.17306], [-1.15475, 1.38781, 2.40024], [0.11312, 2.25703, -4.78692], [-1.56025, 1.29447, -5.84666], [4.12653, -4.72877, 3.48042], [-2.21276, 1.61807, -4.24253], [3.15290, 1.82325, -4.89546], [-1.65125, -1.14257, -5.47283], [3.76479, -2.72933, 0.09290], [2.95098, -2.32060, 2.99872], [2.53010, 0.79392, -2.04381], [2.12183, 2.09384, -6.29977]], "forces_ev_per_angstrom": [[-0.0504, -0.0230, 0.0501], [-0.0996, 0.0200, 0.0251], [0.0343, 0.0895, 0.1225], [0.0423, 0.0105, -0.0012], [-0.0104, -0.0025, -0.0062], [0.0403, -0.0368, -0.0016], [-0.0110, -0.0765, 0.0050], [-0.0354, -0.0175, 0.0006], [0.0061, -0.1008, -0.1987], [-0.0108, -0.0107, -0.1359], [-0.1083, 0.0201, 0.0073], [-0.0073, -0.0810, -0.0088], [0.0850, -0.0298, -0.0508], [0.0585, -0.0251, -0.0176], [-0.0029, 0.0530, 0.0068], [0.0623, -0.0140, 0.1447], [-0.0546, 0.0210, 0.0225], [0.0002, -0.0233, 0.0004], [-0.0008, -0.0092, 0.0350], [0.0207, 0.0066, -0.0338], [-0.0109, -0.0430, -0.0221], [0.0095, 0.0437, -0.0027], [-0.0291, -0.0167, 0.0449], [0.0044, 0.0148, -0.0039], [-0.0139, -0.0035, 0.0085], [-0.0172, 0.0198, -0.0027], [-0.0361, -0.0098, -0.0279], [0.0255, 0.0186, -0.0191], [-0.0226, -0.0148, -0.0002], [0.0180, -0.0101, 0.0145], [-0.0037, 0.0254, 0.0181], [-0.0443, 0.0362, 0.0020], [0.0353, 0.0394, -0.0062], [0.0280, 0.0014, 0.0626], [-0.0010, 0.0200, 0.0013], [0.0216, 0.0052, -0.0017], [0.0740, -0.0094, -0.0105], [0.0067, 0.0184, -0.0058], [-0.0211, 0.0306, -0.0029], [0.0448, 0.0383, 0.0054], [-0.0020, -0.0145, -0.0068], [0.0016, 0.0422, 0.0050], [0.0018, -0.0032, -0.0072], [0.0039, 0.0076, -0.0013], [-0.0069, 0.0019, -0.0049], [-0.0014, -0.0021, -0.0005], [0.0013, -0.0042, 0.0040], [-0.0052, -0.0074, -0.0063], [0.0093, 0.0010, 0.0005], [0.0045, 0.0102, 0.0024], [-0.0001, -0.0004, 0.0007], [-0.0040, -0.0034, -0.0006], [-0.0001, -0.0083, 0.0015], [0.0068, 0.0067, -0.0157], [0.0048, -0.0003, -0.0003], [-0.0044, 0.0047, 0.0005], [0.0048, -0.0023, -0.0003], [-0.0024, -0.0013, -0.0125], [-0.0151, -0.0054, 0.0154], [0.0079, 0.0070, 0.0053], [0.0030, 0.0067, -0.0064], [0.0053, -0.0055, 0.0098], [0.0005, 0.0027, 0.0007], [-0.0211, -0.0011, -0.0056], [-0.0183, -0.0058, 0.0046], [-0.0013, -0.0049, 0.0064], [0.0004, 0.0042, -0.0043], [0.0006, 0.0003, -0.0012]], "spin_multiplicity": 4, "fmax_ha_per_bohr": 0.0043, "homo_ev": [-14.01, -14.02], "total_charge": 2, "e_above_lowest_kj_mol": 0.0}